{
  "formula": "C35H51As2N2O13PSSiTe2Ti",
  "method": "wB97M-V/def2-TZVPD",
  "elements": ["Ti", "C", "Si", "C", "C", "C", "C", "C", "C", "N", "C", "S", "H", "H", "H", "H", "H", "H", "H", "H", "H", "H", "H", "H", "C", "O", "C", "O", "C", "C", "As", "C", "C", "C", "As", "C", "C", "O", "O", "C", "C", "O", "O", "C", "C", "O", "O", "C", "H", "H", "H", "H", "H", "H", "H", "H", "H", "H", "H", "H", "H", "H", "H", "H", "H", "H", "C", "C", "C", "C", "C", "C", "Te", "C", "C", "C", "H", "H", "H", "H", "H", "H", "H", "H", "H", "H", "H", "C", "C", "O", "P", "O", "Te", "O", "C", "C", "H", "H", "H", "H", "H", "H", "H", "H", "H", "H", "O", "N", "O"],
  "coordinates": [[-0.518, -0.004, -0.046], [-1.199, -7.274, -1.419], [-0.108, -6.153, -0.356], [1.605, -6.222, -1.102], [0.007, -6.926, 1.360], [-1.016, -4.523, -0.124], [-2.283, -4.655, 0.394], [-3.023, -3.538, 0.802], [-2.407, -2.321, 0.711], [-1.186, -2.140, 0.172], [-0.487, -3.200, -0.313], [0.996, -2.949, -1.095], [-0.747, -8.263, -1.524], [-1.316, -6.846, -2.417], [-2.196, -7.404, -0.994], [1.904, -7.276, -1.134], [2.322, -5.662, -0.504], [1.633, -5.798, -2.103], [0.471, -7.915, 1.328], [-0.977, -7.020, 1.823], [0.603, -6.282, 2.011], [-2.709, -5.645, 0.534], [-4.006, -3.618, 1.242], [-2.885, -1.426, 1.083], [-0.716, 5.345, -0.560], [0.261, 4.330, -0.713], [0.114, 3.569, -1.827], [-0.647, 3.892, -2.720], [0.918, 2.363, -1.822], [0.926, 1.537, -3.009], [2.447, 2.022, -4.166], [2.513, 3.963, -3.823], [3.796, 1.450, -2.884], [3.669, 1.533, -1.486], [2.034, 1.598, -0.424], [2.403, 3.117, 0.750], [4.772, 1.470, -0.569], [4.697, 1.093, 0.602], [5.955, 1.937, -1.070], [7.104, 1.545, -0.346], [4.932, 0.771, -3.458], [5.649, -0.075, -2.951], [5.111, 1.093, -4.797], [6.087, 0.317, -5.459], [0.372, 0.303, -2.946], [-0.148, -0.167, -1.826], [0.223, -0.623, -3.913], [0.500, -0.272, -5.252], [-0.592, 5.726, 0.452], [-1.718, 4.932, -0.689], [-0.568, 6.146, -1.289], [1.609, 4.448, -4.188], [3.381, 4.318, -4.382], [2.659, 4.182, -2.766], [2.679, 3.974, 0.139], [3.225, 2.833, 1.404], [1.507, 3.348, 1.320], [7.934, 2.116, -0.762], [7.290, 0.478, -0.488], [6.999, 1.754, 0.720], [6.098, 0.663, -6.492], [5.843, -0.747, -5.424], [7.073, 0.451, -5.008], [0.047, -1.056, -5.856], [1.575, -0.233, -5.442], [0.060, 0.702, -5.490], [-9.247, 2.640, 2.619], [-7.767, 2.386, 2.527], [-7.067, 2.615, 1.356], [-5.696, 2.387, 1.238], [-5.045, 2.679, -0.079], [-4.996, 1.896, 2.348], [-2.930, 1.429, 2.454], [-5.692, 1.659, 3.549], [-4.993, 1.134, 4.770], [-7.055, 1.910, 3.618], [-9.638, 3.025, 1.677], [-9.480, 3.369, 3.399], [-9.796, 1.726, 2.857], [-7.598, 2.990, 0.486], [-5.760, 3.153, -0.754], [-4.670, 1.771, -0.553], [-4.179, 3.330, 0.031], [-4.206, 1.812, 5.112], [-4.516, 0.170, 4.577], [-5.701, 1.007, 5.589], [-7.570, 1.717, 4.555], [3.819, -2.238, 0.867], [2.663, -2.535, 1.790], [1.666, -1.505, 1.604], [0.603, -1.148, 2.734], [-0.218, -0.099, 1.951], [-0.414, -2.958, 3.829], [1.433, -0.357, 3.854], [2.093, 0.879, 3.508], [1.216, 2.061, 3.853], [4.603, -2.986, 1.020], [4.235, -1.251, 1.062], [3.495, -2.279, -0.171], [2.976, -2.525, 2.840], [2.183, -3.492, 1.573], [2.384, 0.861, 2.454], [3.010, 0.886, 4.101], [0.340, 2.107, 3.206], [1.780, 2.989, 3.736], [0.881, 1.986, 4.889], [-0.968, 1.813, 0.368], [-2.347, 1.591, 0.355], [-2.379, 0.308, -0.214]],
  "mol_weight_g_mol": 1251.83,
  "charge": -2,
  "relative_energy_kcal_mol": 0.0,
  "orbital_gap_ev": [4.64, 5.86],
  "spin_multiplicity": 3,
  "e_lumo_ev": [3.56, 3.56]
}



{
  "formula": "C28H28FN4PdS",
  "method": "wB97M-V/def2-TZVPD",
  "elements": ["Pd", "C", "C", "C", "C", "C", "C", "C", "C", "C", "C", "C", "C", "N", "C", "C", "C", "C", "C", "C", "F", "H", "H", "H", "H", "H", "H", "H", "H", "H", "H", "H", "H", "H", "H", "H", "H", "H", "H", "H", "H", "H", "N", "C", "C", "C", "C", "C", "C", "N", "C", "C", "C", "S", "C", "N", "H", "H", "H", "H", "H", "H", "H"],
  "coordinates": [[0.247, 1.483, 0.099], [-1.300, 0.989, -3.469], [-2.366, 0.628, -2.435], [-2.536, 1.758, -1.420], [-2.161, -0.685, -1.687], [-3.283, -1.492, -1.517], [-3.234, -2.667, -0.789], [-2.032, -3.042, -0.208], [-0.888, -2.268, -0.351], [0.407, -2.677, 0.327], [0.528, -4.178, 0.569], [0.589, -1.917, 1.641], [-0.938, -1.070, -1.101], [0.227, -0.279, -1.232], [1.095, -0.687, -2.176], [0.926, -1.770, -3.072], [1.880, -2.113, -4.021], [3.061, -1.400, -4.157], [3.261, -0.316, -3.300], [2.320, 0.014, -2.363], [2.571, 1.085, -1.566], [-1.697, 1.752, -4.145], [-1.000, 0.124, -4.062], [-0.403, 1.383, -2.991], [-3.313, 0.509, -2.977], [-1.708, 1.665, -0.697], [-3.464, 1.661, -0.852], [-2.493, 2.747, -1.881], [-4.215, -1.177, -1.977], [-4.117, -3.283, -0.674], [-1.984, -3.959, 0.367], [1.222, -2.385, -0.335], [-0.172, -4.525, 1.335], [1.531, -4.414, 0.931], [0.348, -4.758, -0.338], [-0.210, -2.170, 2.346], [0.578, -0.839, 1.477], [1.540, -2.187, 2.107], [0.016, -2.354, -3.012], [1.673, -2.960, -4.666], [3.804, -1.662, -4.897], [4.155, 0.296, -3.338], [-0.245, 2.799, 3.222], [0.219, 1.824, 4.082], [-0.191, 1.409, 5.340], [0.528, 0.380, 5.926], [1.617, -0.214, 5.274], [2.016, 0.207, 4.018], [1.306, 1.240, 3.416], [1.500, 1.829, 2.167], [0.550, 2.749, 2.100], [0.311, 3.612, 0.948], [-0.779, 4.441, 0.758], [-0.584, 5.298, -0.707], [0.930, 4.559, -0.935], [1.307, 3.718, -0.015], [-1.013, 3.427, 3.365], [-1.038, 1.859, 5.842], [0.239, 0.024, 6.907], [2.149, -1.022, 5.761], [2.846, -0.250, 3.497], [-1.683, 4.495, 1.338], [1.551, 4.760, -1.796]],
  "mol_weight_g_mol": 578.05,
  "charge": -1,
  "relative_energy_kcal_mol": 0.0,
  "orbital_gap_ev": 5.65,
  "e_lumo_ev": 2.47
}



> The highest charge belongs to which entry?

C28H28FN4PdS



> The highest charge belongs to which entry?

C28H28FN4PdS



> The lowest charge belongs to which entry?

C35H51As2N2O13PSSiTe2Ti



> Which value of charge does entry 1 give?

-2